No. 1
{"formula": "CH4NO2P", "method": "the ωB97M-V functional and the def2-TZVPD basis", "elements": ["N", "P", "O", "H", "H", "C", "O", "H", "H"], "coordinates": [[1.971, -0.169, -0.596], [1.383, 1.083, 0.374], [1.173, 0.557, 1.717], [2.363, -0.996, -0.152], [1.488, -0.298, -1.538], [-1.970, 0.646, 0.091], [-1.049, 0.098, -0.413], [-1.716, 1.548, 0.763], [-2.900, 0.203, -0.053]], "mulliken_charge": [-0.4932, 0.3906, -0.4530, 0.2573, 0.2755, -0.1168, -0.3442, 0.1702, 0.3136], "smiles": "NP=O.C=O", "total_energy_ev": -15975.264, "fmax_ev_per_a": 3.18, "lumo_ev": 0.7, "spin_multiplicity": 1, "relative_energy_kcal_mol": 28.1, "orbital_gap_ev": 10.25, "total_charge": 0}

No. 2
{"formula": "C8H13N2", "method": "the ωB97M-V functional and the def2-TZVPD basis", "elements": ["C", "C", "C", "C", "C", "C", "C", "C", "N", "N", "H", "H", "H", "H", "H", "H", "H", "H", "H", "H", "H", "H", "H"], "coordinates": [[1.489, 1.956, 0.072], [2.305, 1.234, 0.922], [0.769, 1.324, -0.896], [2.299, -0.113, 0.820], [0.768, -0.147, -1.038], [-2.383, -0.431, 0.803], [-2.217, 0.873, 0.046], [1.594, -0.883, -0.138], [1.774, -2.254, -0.148], [-1.779, -0.409, -0.517], [1.551, 3.058, 0.170], [2.670, 1.698, 1.885], [0.320, 1.809, -1.750], [2.816, -0.722, 1.589], [-0.490, -0.547, -0.723], [0.401, -0.551, -1.985], [-1.694, -0.619, 1.649], [-3.427, -0.916, 0.794], [-3.079, 1.357, -0.346], [-1.364, 1.510, 0.315], [2.478, -2.755, 0.491], [1.190, -2.880, -0.574], [-2.279, -0.757, -1.364]], "mulliken_spin": [0.1971, 0.2719, 0.3727, 0.1893, 0.1836, 0.0037, 0.0018, 0.2585, 0.3037, 0.0809, -0.0004, 0.0216, 0.0148, -0.0031, 0.0948, 0.0266, 0.0003, 0.0020, 0.0006, 0.0065, -0.0139, -0.0089, -0.0043], "total_energy_ev": -11474.934, "fmax_ev_per_a": 4.26, "lumo_ev": [-2.6, -6.6], "spin_multiplicity": 3, "relative_energy_kcal_mol": 82.3, "orbital_gap_ev": [6.50, 6.20], "total_charge": 1}

No. 3
{"formula": "C14H48N2O10", "method": "the ωB97M-V functional and the def2-TZVPD basis", "elements": ["C", "O", "H", "H", "H", "H", "C", "O", "H", "H", "H", "H", "C", "O", "H", "H", "H", "H", "C", "O", "H", "H", "H", "H", "C", "O", "H", "H", "H", "H", "C", "O", "N", "N", "H", "H", "H", "H", "C", "C", "O", "H", "H", "H", "H", "H", "H", "C", "C", "O", "H", "H", "H", "H", "H", "H", "C", "C", "O", "H", "H", "H", "H", "H", "H", "C", "C", "O", "H", "H", "H", "H", "H", "H"], "coordinates": [[0.444, 2.156, 3.573], [1.842, 2.461, 3.378], [0.337, 1.940, 4.636], [-0.136, 3.028, 3.273], [0.040, 1.323, 2.998], [2.197, 2.957, 4.119], [-0.284, -3.185, 3.400], [0.408, -3.447, 2.194], [0.334, -2.681, 4.144], [-1.233, -2.698, 3.176], [-0.640, -4.105, 3.864], [0.981, -2.705, 1.987], [4.971, 1.000, 1.660], [5.665, 1.747, 0.642], [5.106, 1.447, 2.645], [3.912, 1.049, 1.403], [5.411, 0.006, 1.723], [5.031, 2.441, 0.445], [-1.542, 0.765, -4.133], [-1.298, 1.295, -5.372], [-2.315, 1.387, -3.682], [-1.827, -0.280, -4.259], [-0.814, 0.954, -3.344], [-1.382, 2.250, -5.431], [1.782, -4.106, -3.101], [1.361, -2.782, -2.851], [1.561, -4.686, -2.205], [1.061, -4.437, -3.848], [2.796, -4.290, -3.454], [1.680, -2.242, -3.578], [1.134, -0.498, 0.291], [1.623, -1.327, 0.990], [1.016, 0.830, 0.619], [0.547, -0.724, -0.844], [0.361, 1.518, 0.276], [1.529, 1.154, 1.426], [-0.176, -0.139, -1.238], [0.646, -1.681, -1.153], [-2.187, -0.918, 1.097], [-3.670, -0.939, 1.466], [-4.343, -1.686, 0.383], [-1.574, -0.245, 1.697], [-2.052, -0.509, 0.096], [-1.712, -1.899, 1.101], [-4.088, 0.067, 1.419], [-3.799, -1.351, 2.467], [-5.162, -1.961, 0.803], [1.756, 5.005, -0.284], [2.612, 4.049, 0.562], [3.271, 3.019, -0.251], [1.179, 5.747, 0.267], [1.031, 4.305, -0.699], [2.132, 5.516, -1.170], [1.865, 3.685, 1.266], [3.268, 4.679, 1.164], [3.562, 3.413, -1.078], [-1.839, -4.741, -2.154], [-1.929, -4.202, -0.752], [-0.895, -4.896, -0.059], [-0.926, -4.297, -2.550], [-2.537, -4.207, -2.799], [-1.879, -5.814, -2.340], [-2.848, -4.430, -0.211], [-1.920, -3.114, -0.679], [-0.623, -4.396, 0.714], [-3.016, 2.481, -0.386], [-1.569, 2.947, -0.117], [-0.632, 2.303, -0.981], [-3.744, 3.043, 0.197], [-3.251, 1.423, -0.271], [-3.310, 2.597, -1.429], [-1.316, 2.646, 0.899], [-1.473, 4.032, -0.080], [-0.508, 2.954, -1.675]], "mulliken_spin": [-0.0062, -0.0537, -0.0110, 0.0002, 0.0852, 0.0057, 0.0258, -0.0005, 0.0033, -0.0055, -0.0024, 0.0028, -0.0187, -0.0181, 0.0037, 0.0116, 0.0022, -0.0040, 0.3138, -0.2004, 0.0722, 0.0450, -0.0352, 0.0283, 0.0110, -0.0096, 0.0016, -0.0031, 0.0019, 0.0031, -0.1114, -0.0044, 0.6195, -0.0054, 0.1816, -0.0655, 0.0858, 0.0081, -0.1071, -0.0128, -0.0062, -0.0792, 0.0888, 0.0108, 0.0666, -0.0123, -0.0043, -0.0925, -0.1256, -0.0764, -0.1091, 0.4849, -0.2930, 0.0257, 0.0042, 0.0221, 0.0073, 0.0036, -0.0012, -0.0023, -0.0021, 0.0008, 0.0035, 0.0003, 0.0019, 0.1184, 0.3748, -1.3978, -0.0931, 0.1692, -0.0590, 0.3700, -0.3207, 1.0845], "total_energy_ev": -38747.349, "fmax_ev_per_a": 4.83, "lumo_ev": [2.4, 2.3], "spin_multiplicity": 2, "orbital_gap_ev": [2.13, 9.01], "total_charge": -1}

No. 4
{"formula": "C24H51N6ReSi3", "method": "the ωB97M-V functional and the def2-TZVPD basis", "elements": ["Re", "N", "C", "C", "C", "C", "N", "H", "H", "H", "H", "H", "H", "H", "H", "H", "H", "H", "H", "C", "Si", "C", "C", "C", "Si", "C", "C", "C", "H", "H", "H", "H", "H", "H", "H", "H", "H", "H", "H", "H", "H", "H", "H", "H", "H", "H", "H", "N", "C", "N", "N", "C", "N", "H", "H", "H", "H", "C", "Si", "C", "C", "C", "H", "H", "H", "H", "H", "H", "H", "H", "H", "H", "H", "C", "C", "C", "C", "C", "C", "C", "H", "H", "H", "H", "H"], "coordinates": [[0.235, 0.045, 0.483], [0.498, -0.032, 2.756], [1.743, -0.136, 3.572], [2.807, 0.883, 3.170], [3.978, 0.303, 2.379], [3.593, -0.569, 1.199], [2.628, 0.105, 0.284], [0.031, 0.831, 3.026], [-0.129, -0.770, 3.067], [2.117, -1.156, 3.476], [1.470, -0.004, 4.619], [3.207, 1.355, 4.067], [2.331, 1.687, 2.606], [4.606, -0.302, 3.037], [4.614, 1.121, 2.030], [3.133, -1.500, 1.542], [4.493, -0.845, 0.650], [2.800, -0.221, -0.663], [2.850, 1.100, 0.239], [0.658, -2.612, -2.232], [-0.259, -1.034, -2.792], [0.215, -1.039, -4.606], [-2.079, -1.380, -2.588], [0.408, 0.347, -1.732], [-0.018, 2.065, -2.386], [1.462, 3.200, -2.119], [-0.350, 2.148, -4.228], [-1.588, 2.740, -1.603], [0.278, -3.614, -2.424], [0.381, -2.553, -1.014], [1.748, -2.595, -2.250], [0.073, -2.037, -5.022], [1.252, -0.746, -4.774], [-0.420, -0.359, -5.174], [-2.408, -2.118, -3.322], [-2.677, -0.478, -2.739], [-2.327, -1.759, -1.594], [1.484, 0.296, -1.983], [2.258, 2.897, -2.804], [1.881, 3.184, -1.112], [1.222, 4.237, -2.369], [0.463, 1.738, -4.828], [-0.462, 3.198, -4.513], [-1.275, 1.643, -4.513], [-1.531, 2.835, -0.518], [-2.420, 2.061, -1.809], [-1.865, 3.700, -2.048], [0.790, 6.608, 1.580], [0.410, 5.464, 1.022], [-0.416, 5.488, -0.025], [0.893, 4.347, 1.574], [0.627, 3.169, 1.141], [0.492, 2.038, 0.900], [0.478, 7.504, 1.248], [1.397, 6.571, 2.382], [-0.757, 6.355, -0.405], [-0.691, 4.634, -0.485], [0.029, -3.638, 2.840], [0.437, -4.010, 1.059], [-0.918, -4.948, 0.205], [2.111, -4.776, 0.836], [0.535, -2.264, 0.227], [-0.082, -4.570, 3.399], [-0.918, -3.097, 2.930], [0.821, -3.068, 3.328], [-0.962, -5.968, 0.592], [-0.753, -5.022, -0.871], [-1.899, -4.498, 0.367], [2.130, -5.788, 1.247], [2.888, -4.203, 1.347], [2.381, -4.853, -0.219], [-0.451, -1.734, 0.364], [1.510, -1.795, 0.282], [-1.497, 0.033, 0.641], [-2.921, -0.127, 0.761], [-3.445, -1.417, 0.904], [-4.810, -1.606, 1.017], [-5.662, -0.509, 1.005], [-5.149, 0.776, 0.888], [-3.783, 0.973, 0.768], [-2.778, -2.271, 0.919], [-5.212, -2.605, 1.118], [-6.730, -0.656, 1.096], [-5.816, 1.627, 0.892], [-3.386, 1.973, 0.683]], "mulliken_charge": [1.8280, -0.8093, -0.6125, -0.0448, -1.2038, -0.1298, -0.9004, 0.3685, 0.2354, 0.2343, 0.4766, 0.4180, -0.2667, 0.4061, 0.4678, -0.1236, 0.4127, 0.2785, 0.2587, -0.7541, -0.2787, -1.1648, -0.7822, 0.1560, -0.1186, -1.0973, -1.2693, -0.7246, 0.5316, -1.4186, 0.4278, 0.4207, 0.3606, 0.3715, 0.5257, 0.3109, 0.1476, -0.1354, 0.3859, 0.2770, 0.3997, 0.3617, 0.3839, 0.3404, -0.1642, 0.3909, 0.6594, -0.3537, 0.4911, -0.2209, -0.7870, 0.6526, -0.1367, 0.2058, 0.2549, 0.2184, -0.0335, -0.8963, 0.1347, -1.0197, -1.2180, 3.3474, 0.5117, 0.2493, 0.2436, 0.4276, 0.3546, 0.2963, 0.4015, 0.3333, 0.3728, -1.8329, -0.7336, -0.3587, 1.8326, 0.0468, -0.9297, -0.5290, -0.9282, -0.2796, 0.3642, 0.4577, 0.4244, 0.4391, 0.3601], "total_energy_ev": -60406.389, "fmax_ev_per_a": 1.09, "lumo_ev": [-6.7, -6.0], "spin_multiplicity": 1, "relative_energy_kcal_mol": 74.1, "orbital_gap_ev": [6.08, 7.65], "total_charge": 2}

No. 5
{"formula": "C3H3F3O", "method": "the ωB97M-V functional and the def2-TZVPD basis", "elements": ["O", "C", "C", "C", "F", "F", "F", "H", "H", "H"], "coordinates": [[-1.033, 0.032, 1.991], [-0.238, 0.477, 1.180], [-0.346, -0.091, -0.585], [-0.552, 1.248, -1.230], [-0.583, 1.125, -2.654], [-1.702, 1.839, -0.874], [0.391, 2.105, -1.039], [0.605, 1.205, 1.059], [0.711, -0.473, -0.747], [-1.188, -0.820, -0.782]], "mulliken_charge": [-0.4312, 0.2008, -0.7482, 0.8318, -0.2871, -0.2525, -0.2445, 0.3172, 0.3000, 0.3138], "smiles": "O=CCC(F)(F)F", "total_energy_ev": -13358.181, "fmax_ev_per_a": 4.79, "lumo_ev": 0.3, "spin_multiplicity": 1, "relative_energy_kcal_mol": 29.2, "orbital_gap_ev": 10.44, "total_charge": 0}

No. 6
{"formula": "H4NOPS", "method": "the ωB97M-V functional and the def2-TZVPD basis", "elements": ["N", "O", "P", "S", "H", "H", "H", "H"], "coordinates": [[-0.652, -0.904, 1.543], [0.878, 1.860, -0.721], [1.089, 1.399, -2.222], [-0.109, -0.117, -2.424], [0.000, -1.197, 2.238], [-1.097, -1.820, 1.242], [-0.009, 1.473, -0.416], [-0.100, -0.694, 0.760]], "mulliken_spin": [0.0034, 0.1052, 0.9008, 0.9779, 0.0003, 0.0004, 0.0134, -0.0013], "total_energy_ev": -23724.484, "fmax_ev_per_a": 3.57, "lumo_ev": [0.8, -3.5], "spin_multiplicity": 3, "relative_energy_kcal_mol": 0.0, "orbital_gap_ev": [7.82, 6.99], "total_charge": 0}